# 1
{"formula": "C23H28N2O3", "method": "ωB97M-V/def2-TZVPD", "smiles": "COc1cccc(C(=O)N[C@H]2CCCN(C3Cc4ccccc4C3)C2)c1OC", "e_above_lowest_kcal_mol": 33.0, "homo_ev": -8.0, "orbital_gap_ev": 8.761, "symbols": ["C", "O", "C", "C", "C", "C", "C", "C", "O", "N", "C", "C", "C", "C", "N", "C", "C", "C", "C", "C", "C", "C", "C", "C", "C", "C", "O", "C", "H", "H", "H", "H", "H", "H", "H", "H", "H", "H", "H", "H", "H", "H", "H", "H", "H", "H", "H", "H", "H", "H", "H", "H", "H", "H", "H", "H"], "positions_angstrom": [[-6.643039, -2.649248, 0.612642], [-5.960176, -1.421591, 0.609708], [-4.702386, -1.381576, 0.090311], [-4.016306, -2.470966, -0.407709], [-2.724666, -2.316062, -0.897482], [-2.136325, -1.075670, -0.896967], [-2.816021, 0.052087, -0.415601], [-2.085959, 1.348691, -0.596335], [-2.497093, 2.274675, -1.270255], [-0.888501, 1.369421, 0.034179], [0.116901, 2.375052, -0.229281], [0.701647, 2.917745, 1.076188], [1.504677, 1.832940, 1.790170], [2.527724, 1.211676, 0.840497], [1.843479, 0.677317, -0.323302], [2.596086, -0.269889, -1.125878], [2.864928, -1.561523, -0.323106], [4.294627, -1.438200, 0.109870], [4.974777, -2.167354, 1.064336], [6.309764, -1.873454, 1.305238], [6.947973, -0.866939, 0.600732], [6.264755, -0.134720, -0.360351], [4.937739, -0.427416, -0.600937], [3.998988, 0.210511, -1.579131], [1.233163, 1.753512, -1.078373], [-4.103048, -0.092772, 0.095623], [-4.885805, 0.848979, 0.670766], [-4.415147, 2.155940, 0.890790], [-6.777253, -3.039841, -0.401667], [-6.127409, -3.397961, 1.223986], [-7.618612, -2.440431, 1.048760], [-4.469086, -3.449216, -0.416705], [-2.192864, -3.173354, -1.280427], [-1.141364, -0.950070, -1.298970], [-0.538515, 0.515504, 0.441606], [-0.381712, 3.172539, -0.789340], [-0.102160, 3.281715, 1.717922], [1.354572, 3.760122, 0.839346], [0.832618, 1.054027, 2.153697], [2.022178, 2.257598, 2.651886], [3.058145, 0.405685, 1.348132], [3.269401, 1.980616, 0.561872], [1.967924, -0.487819, -1.995221], [2.743702, -2.437706, -0.964468], [2.171775, -1.660172, 0.512387], [4.477035, -2.950791, 1.617467], [6.854352, -2.433414, 2.051247], [7.986367, -0.647900, 0.801722], [6.764357, 0.651338, -0.908076], [4.211955, -0.147176, -2.589641], [4.076670, 1.297914, -1.591342], [0.799329, 1.347945, -1.995899], [1.955899, 2.539733, -1.358278], [-5.176767, 2.634555, 1.505911], [-3.460758, 2.152900, 1.427862], [-4.293784, 2.708705, -0.043879]], "forces_ev_per_a": [[-0.083, -0.217, -0.001], [0.318, 0.247, -0.077], [-0.089, 0.164, 0.039], [-0.192, 0.042, 0.090], [0.122, 0.040, -0.029], [-0.077, -0.142, 0.013], [-0.239, -0.060, -0.060], [0.031, -0.017, 0.132], [-0.093, 0.086, -0.227], [0.272, -0.049, 0.206], [0.088, 0.351, -0.209], [-0.085, -0.186, -0.017], [0.203, 0.206, -0.143], [-0.124, -0.078, 0.375], [-0.131, 0.099, -0.039], [-0.094, -0.200, -0.140], [0.016, -0.010, -0.105], [0.130, 0.079, -0.115], [0.049, -0.010, 0.006], [0.000, -0.116, 0.117], [0.140, 0.089, -0.036], [0.042, -0.026, 0.036], [-0.066, -0.124, 0.115], [-0.105, 0.026, -0.094], [-0.221, 0.122, -0.035], [-0.127, -0.079, 0.156], [-0.015, -0.440, -0.272], [0.044, 0.543, 0.017], [0.020, 0.009, 0.037], [-0.013, 0.027, -0.038], [0.055, -0.064, -0.035], [-0.098, -0.066, 0.037], [0.048, -0.065, -0.052], [0.098, 0.024, -0.039], [-0.154, -0.039, -0.043], [0.121, -0.128, 0.082], [-0.008, 0.071, -0.037], [0.033, 0.062, -0.003], [0.020, -0.069, 0.083], [-0.031, -0.039, 0.061], [0.029, 0.062, -0.004], [0.053, -0.051, -0.022], [0.067, 0.030, 0.086], [-0.053, -0.036, 0.005], [-0.079, -0.011, -0.014], [-0.040, -0.082, 0.069], [0.054, -0.037, 0.063], [0.086, 0.011, 0.026], [0.060, 0.084, -0.046], [-0.011, 0.051, -0.044], [-0.009, 0.065, -0.065], [0.024, 0.027, 0.010], [0.012, -0.028, -0.019], [0.099, -0.037, 0.019], [-0.049, -0.011, 0.015], [-0.045, -0.103, 0.163]], "nbo_charge": [-0.2502, -0.4788, 0.2508, -0.2816, -0.2269, -0.2076, -0.2310, 0.6854, -0.6326, -0.6279, -0.0685, -0.3999, -0.4046, -0.2297, -0.4644, -0.0163, -0.4347, -0.0525, -0.1999, -0.2127, -0.2118, -0.2344, 0.0593, -0.4706, -0.2218, 0.3626, -0.4892, -0.2572, 0.1750, 0.1733, 0.2013, 0.2189, 0.2136, 0.2121, 0.4128, 0.2421, 0.2172, 0.2037, 0.1970, 0.2142, 0.2163, 0.1641, 0.2036, 0.2230, 0.2246, 0.2105, 0.2120, 0.2120, 0.2102, 0.2217, 0.2150, 0.2081, 0.1698, 0.1925, 0.1700, 0.2120]}

***

# 2
{"formula": "C42H37MnN7O4S2", "method": "ωB97M-V/def2-TZVPD", "e_above_lowest_kcal_mol": 0.0, "s_squared": 3.87, "homo_ev": [-12.4, -12.4], "multiplicity": 4, "total_charge": 2, "orbital_gap_ev": [4.979, 5.056], "symbols": ["Mn", "C", "C", "N", "N", "C", "S", "S", "C", "C", "C", "C", "C", "C", "C", "C", "C", "C", "C", "C", "C", "O", "H", "H", "H", "H", "H", "H", "H", "H", "H", "H", "H", "H", "H", "H", "O", "C", "O", "C", "C", "C", "C", "C", "C", "N", "C", "C", "C", "C", "C", "C", "N", "H", "H", "H", "H", "H", "H", "H", "H", "H", "H", "C", "C", "C", "C", "C", "N", "C", "O", "N", "C", "C", "C", "C", "N", "C", "C", "C", "H", "H", "H", "H", "H", "H", "H", "H", "H", "H", "H", "H", "H"], "positions_angstrom": [[-0.063627, -0.049385, 0.157693], [4.175198, -0.042313, -0.541227], [2.696901, 0.020553, -0.778555], [1.881750, 0.138820, 0.244735], [2.457094, 0.376571, 1.494792], [1.673911, 0.199867, 2.494890], [0.033887, -0.438948, 2.387442], [2.190828, 0.512284, 4.117990], [3.743406, 1.422559, 3.861372], [3.565536, 2.788810, 3.261512], [2.837939, 3.765782, 3.936473], [2.730092, 5.047332, 3.417223], [3.345616, 5.365018, 2.212513], [4.062810, 4.393462, 1.526859], [4.170899, 3.112980, 2.052216], [2.213240, -0.038771, -2.150213], [3.139947, -0.226841, -3.198110], [2.762442, -0.167768, -4.518284], [1.434388, 0.104877, -4.843940], [0.497089, 0.300334, -3.852205], [0.870624, 0.214893, -2.509252], [-0.095526, 0.387693, -1.607494], [4.409352, -0.099866, 0.512149], [4.654433, 0.838274, -0.972403], [4.581226, -0.916377, -1.049320], [4.438221, 0.808806, 3.290970], [4.125752, 1.491728, 4.881971], [2.375370, 3.532254, 4.888869], [2.190916, 5.806950, 3.968953], [3.290806, 6.375080, 1.825346], [4.564801, 4.641195, 0.600485], [4.759969, 2.364165, 1.536019], [4.178351, -0.417373, -2.973976], [3.495234, -0.322012, -5.297296], [1.132606, 0.163373, -5.881637], [-0.536664, 0.513636, -4.086503], [-6.760288, -4.500546, -0.447726], [-5.473300, -4.641127, -0.105318], [-4.999132, -5.716513, 0.105115], [-4.641133, -3.390831, -0.003705], [-4.866524, -2.270190, -0.789679], [-4.023250, -1.171681, -0.696069], [-2.967361, -1.212546, 0.202287], [-2.720595, -2.333312, 0.987968], [-3.560724, -3.424426, 0.876512], [-2.093932, -0.084145, 0.305567], [-2.569776, 1.095588, 0.393705], [-1.663614, 2.232221, 0.466353], [-2.115578, 3.531847, 0.398211], [-1.172756, 4.554556, 0.494912], [0.157020, 4.225854, 0.654008], [0.543018, 2.887317, 0.673217], [-0.355848, 1.914312, 0.562986], [-7.035196, -3.577756, -0.434964], [-5.670831, -2.253561, -1.515178], [-4.168812, -0.317849, -1.345853], [-1.886370, -2.354959, 1.675371], [-3.388222, -4.320300, 1.457945], [-3.642947, 1.266364, 0.444429], [-3.170462, 3.741880, 0.289071], [-1.482505, 5.589849, 0.449159], [0.921702, 4.981531, 0.755165], [1.583685, 2.605112, 0.777727], [-3.324349, -8.794362, 0.529371], [-1.930615, -8.288156, 0.305446], [-1.197855, -8.665021, -0.815585], [0.100805, -8.224096, -1.008729], [0.706000, -7.404631, -0.063783], [2.071008, -7.057109, -0.286802], [2.811371, -6.056839, 0.273721], [3.995402, -6.135302, 0.491647], [2.138286, -4.855498, 0.624241], [1.226144, -4.134887, -0.117122], [0.562550, -4.590636, -1.262423], [-0.307624, -3.742204, -1.919376], [-0.500954, -2.451137, -1.465178], [0.128242, -2.018381, -0.365046], [0.952661, -2.833694, 0.301032], [-0.007196, -7.010801, 1.063649], [-1.313905, -7.445361, 1.228642], [-3.564310, -9.592063, -0.172104], [-4.056458, -7.999406, 0.398835], [-3.431752, -9.194210, 1.538609], [-1.643449, -9.327858, -1.546702], [0.654074, -8.540896, -1.885205], [2.660471, -7.814192, -0.596780], [2.745729, -4.307875, 1.214785], [0.731204, -5.589176, -1.635822], [-0.829115, -4.074383, -2.805876], [-1.142246, -1.748078, -1.974509], [1.415326, -2.434531, 1.194237], [0.460018, -6.414327, 1.833831], [-1.850249, -7.157822, 2.126117]], "forces_ev_per_a": [[0.513, -0.444, -0.028], [-0.024, 0.060, 0.000], [-0.085, -0.053, -0.079], [-0.198, -0.047, -0.004], [-0.086, 0.129, -0.059], [0.122, -0.190, 0.131], [0.091, 0.051, -0.015], [-0.091, 0.046, -0.032], [0.084, -0.089, 0.074], [-0.056, 0.067, -0.019], [-0.014, 0.018, 0.005], [-0.011, -0.011, 0.013], [-0.012, 0.012, -0.036], [-0.028, 0.053, 0.003], [0.025, -0.091, -0.001], [0.027, 0.024, 0.023], [-0.003, -0.011, -0.085], [0.066, -0.012, 0.050], [-0.079, 0.014, -0.010], [0.148, -0.044, 0.028], [-0.091, -0.081, -0.021], [-0.026, 0.220, 0.056], [-0.001, 0.015, 0.036], [0.008, -0.007, -0.003], [0.002, -0.005, 0.028], [-0.055, -0.005, -0.020], [0.045, 0.019, -0.021], [-0.004, -0.006, -0.014], [0.005, -0.012, -0.011], [0.001, -0.017, -0.002], [0.005, 0.005, -0.002], [-0.004, -0.004, -0.009], [-0.015, -0.006, 0.004], [-0.001, 0.001, 0.006], [0.008, -0.002, 0.004], [-0.010, 0.007, 0.015], [0.017, -0.055, -0.017], [-0.036, 0.070, 0.005], [0.072, -0.159, 0.019], [0.051, -0.036, 0.040], [-0.021, 0.022, -0.020], [-0.027, -0.119, -0.016], [0.043, 0.067, 0.024], [-0.107, -0.055, -0.076], [0.021, 0.066, -0.025], [0.165, 0.032, 0.019], [-0.242, 0.094, 0.002], [-0.239, 0.039, -0.201], [0.229, 0.081, 0.243], [-0.101, 0.004, -0.042], [0.114, -0.073, 0.035], [-0.029, 0.006, -0.043], [-0.074, 0.051, -0.073], [-0.069, 0.078, -0.011], [-0.002, 0.003, 0.008], [0.022, 0.013, 0.018], [0.029, 0.025, 0.025], [-0.012, 0.008, -0.004], [0.003, -0.018, -0.036], [-0.006, -0.016, 0.023], [0.002, -0.004, 0.005], [0.020, 0.026, 0.015], [-0.021, 0.024, 0.003], [-0.033, -0.094, -0.009], [0.061, 0.038, 0.009], [-0.015, 0.005, 0.016], [-0.029, 0.046, 0.027], [-0.015, -0.011, 0.014], [0.065, 0.164, 0.052], [-0.125, -0.038, 0.081], [0.011, 0.021, -0.056], [-0.015, -0.175, -0.083], [-0.034, 0.078, 0.016], [-0.003, -0.052, 0.002], [-0.021, 0.101, 0.017], [0.020, -0.125, -0.023], [-0.047, 0.325, 0.099], [0.019, -0.027, -0.027], [-0.003, -0.086, -0.069], [0.003, -0.014, -0.016], [-0.009, 0.006, 0.007], [-0.040, 0.051, 0.024], [-0.023, 0.033, -0.008], [-0.011, -0.002, 0.005], [0.030, 0.016, 0.010], [0.083, -0.075, 0.009], [0.034, 0.026, 0.041], [-0.001, 0.060, -0.023], [0.003, -0.006, 0.003], [-0.012, -0.026, -0.017], [0.014, -0.026, -0.017], [0.044, 0.028, 0.010], [-0.013, -0.015, -0.016]], "lowdin_spin": [3.0027, -0.0003, 0.0214, -0.0456, -0.0128, -0.0028, -0.0472, 0.0018, -0.0017, -0.0001, -0.0003, 0.0000, -0.0004, -0.0001, -0.0005, 0.0140, 0.0049, 0.0140, 0.0064, 0.0104, 0.0116, 0.1079, -0.0003, 0.0013, 0.0004, 0.0000, -0.0002, 0.0000, 0.0000, 0.0000, 0.0000, 0.0000, 0.0001, 0.0006, -0.0001, 0.0004, -0.0001, -0.0002, -0.0005, -0.0025, 0.0005, -0.0026, 0.0014, -0.0019, 0.0006, -0.0227, 0.0115, -0.0015, 0.0023, 0.0032, 0.0007, 0.0014, -0.0366, 0.0000, 0.0000, 0.0000, 0.0002, 0.0001, -0.0004, -0.0001, 0.0000, -0.0001, -0.0005, 0.0000, 0.0001, 0.0000, 0.0001, 0.0002, 0.0000, -0.0002, -0.0004, -0.0017, -0.0016, 0.0096, -0.0029, 0.0046, -0.0450, 0.0000, 0.0002, 0.0000, 0.0000, 0.0000, 0.0000, 0.0000, 0.0000, 0.0000, 0.0000, 0.0003, -0.0005, -0.0005, 0.0002, 0.0000, 0.0000]}

***

Question: Which formula does entry 1 have?
Answer: C23H28N2O3

***

Question: What is the formula in the first record?
Answer: C23H28N2O3